Version i
15
Properties=species:S:1:pos:R:3:nbo_charge:R:1 method="wB97M-V/def2-TZVPD" total_charge=0 molar_mass_da=100.10 homo_ev=-7.5
H 2.2577 -0.6350 0.9562 0.26
C -1.2184 -0.3494 0.4997 -0.53
H 0.2614 2.3340 0.5972 0.21
C -1.0647 -0.0994 -1.0153 -0.50
C -2.0135 0.6892 -0.1278 -0.43
C 1.0922 1.7327 0.4740 -1.18
H 1.8196 2.2178 -0.1691 0.24
C 1.7295 -1.1263 0.1728 -0.91
H -1.8739 1.7124 0.1637 0.21
H -2.9746 0.5502 -0.3999 0.22
H 0.9764 -1.7879 0.4682 0.23
H -1.5324 -1.0387 1.2437 0.24
H 2.4037 -1.4048 -0.6948 0.26
P 0.4626 0.2496 0.0232 1.46
H -1.5266 -1.0409 -1.9300 0.23

---

Version ii
15
Properties=species:S:1:pos:R:3:nbo_charge:R:1 method="wB97M-V/def2-TZVPD" total_charge=0 smiles="CP1C=CCC1" molar_mass_da=100.10 homo_ev=-8.9
H 0.3932 1.1782 2.7069 0.22
P -1.0918 0.0051 1.2083 0.71
H 0.4783 -1.8512 -1.5991 0.22
H 0.7405 -1.5244 1.1826 0.22
H -0.1487 0.2571 -2.6900 0.22
C 0.5655 -0.9556 -0.9415 -0.46
H 1.6825 -0.6380 -0.7946 0.21
C 0.0005 -1.3726 0.3998 -0.68
H -0.1925 2.4368 1.4500 0.25
C 0.1262 1.3273 1.6159 -0.96
H -1.6887 1.6104 -1.3353 0.21
C -1.0741 0.7119 -0.9103 -0.35
C -0.1492 0.1227 -1.5718 -0.29
H 0.9401 1.0256 0.9719 0.22
H -0.5819 -2.3332 0.3072 0.24

---

Stability verdict: version ii, ahead by 0.1246 hartree

---

Version i
48
Properties=species:S:1:pos:R:3:nbo_charge:R:1 method="wB97M-V/def2-TZVPD" total_charge=0 smiles="O=C(CCn1c(=O)oc2ccccc21)Nc1ccc(N2CCOCC2)cc1" molar_mass_da=367.40 homo_ev=-7.7
C 5.2843 -0.4473 0.9981 -0.25
C 2.7001 -1.6847 0.7522 -0.26
H -0.9733 4.0193 0.1349 0.22
C -5.0335 0.2735 -0.0507 0.88
C -1.9584 -1.7607 -0.7420 0.68
C 1.4066 -2.1674 0.7433 -0.22
H -0.9915 -2.8406 0.6810 0.39
C -2.8428 3.0580 -0.2276 -0.23
N -0.8661 -2.1194 -0.0160 -0.61
H 6.6429 1.5125 -1.9474 0.20
H 4.3136 0.5529 -2.0323 0.21
H 4.7647 -0.5704 1.9489 0.21
C -0.9807 2.0424 0.9406 -0.19
N 4.3402 -0.0436 -0.0225 -0.44
H 5.5580 2.2563 -0.7333 0.17
H -1.2235 0.0336 1.6625 0.22
H 0.0286 2.1212 1.3143 0.22
C -1.6760 0.8588 1.1369 -0.28
O -4.7976 1.5553 -0.4277 -0.43
H -3.0820 -1.6507 1.8213 0.20
H -3.0893 -3.4365 0.0715 0.22
H -3.9874 -2.3604 -1.0235 0.25
O -1.9529 -0.9774 -1.6650 -0.60
H 0.0495 -0.0701 -1.5204 0.25
C -3.2438 -2.3993 -0.2268 -0.51
C -3.5284 1.8796 -0.0382 0.24
H 5.8323 1.5710 1.5280 0.17
H 5.5403 -0.6719 -1.6319 0.18
H 2.3144 0.8136 -1.4832 0.21
H 1.1508 -3.0047 1.3794 0.20
O -6.0521 -0.3279 -0.2450 -0.61
N -3.9232 -0.1998 0.6215 -0.45
H -3.2945 3.8877 -0.7450 0.23
C 3.0682 -0.6054 -0.0547 0.17
H -4.7506 -1.9617 1.2647 0.24
H 7.1035 0.3585 1.8665 0.19
C 6.3310 0.6618 1.1578 -0.07
C 6.0656 1.3290 -1.0399 -0.07
H 5.7932 -1.3886 0.7337 0.18
C 0.7905 -0.5268 -0.8870 -0.18
O 6.9918 0.9413 -0.0521 -0.52
C -2.9557 0.7858 0.6231 0.19
C 0.4373 -1.6021 -0.0774 0.10
H 3.4244 -2.1693 1.3873 0.22
C 5.0238 0.2339 -1.2724 -0.24
C 2.0788 -0.0396 -0.8666 -0.24
C -3.7665 -1.5860 0.9712 -0.20
C -1.5481 3.1167 0.2715 -0.23

---

Version ii
48
Properties=species:S:1:pos:R:3:nbo_charge:R:1 method="wB97M-V/def2-TZVPD" total_charge=0 molar_mass_da=367.40 homo_ev=-7.9
H -3.1279 0.8269 1.8840 0.23
C 4.4869 1.9353 0.7501 -0.23
O 0.8260 1.1763 1.3174 -0.54
O -1.8892 3.8596 -1.1462 -0.60
O -0.7334 -0.2307 2.2763 -0.72
N 4.5394 -1.7070 -1.0122 -0.54
H -5.3011 -1.3405 -0.1091 0.25
N -3.6817 -3.4203 -0.1985 -0.83
C -3.3327 2.1199 -1.5570 -0.28
H -4.0938 -1.3548 1.4894 0.23
O -1.6103 -2.8874 1.2028 -0.68
C -4.0315 0.8354 -1.3470 -0.20
H -3.1440 -3.9404 0.6830 0.39
C 0.4387 -0.9954 0.1927 -0.17
H 0.6860 0.5218 -1.3047 0.23
C -3.9648 0.4949 0.0833 -0.09
C 2.5419 -0.6921 -1.1655 -0.08
C 5.6969 -0.0105 0.3422 -0.24
C 4.7048 -0.5573 -0.3412 0.11
H -3.2382 -1.9179 -1.3714 0.19
C 3.5203 0.1125 -0.4858 -0.09
H 4.3540 3.1275 0.7423 0.22
C -4.3283 -0.9151 0.3584 -0.43
H 5.2603 -2.3326 -1.4298 0.40
C 0.3437 0.0629 1.2821 0.80
C 5.7035 1.3666 0.8326 -0.21
C -2.7360 2.9640 -0.6001 0.24
H -0.8075 -1.2847 2.0896 0.49
C -3.3129 -1.9997 -0.2194 -0.12
C 3.4086 1.2370 0.3224 -0.17
C 1.1057 -0.5952 -1.1916 -0.42
H -1.1678 -0.5979 -0.9934 0.42
H 0.4628 -1.0042 -2.0818 0.24
C -1.8670 -2.0103 0.3497 0.67
H 0.7290 -1.9180 0.5955 0.24
H 6.6253 -0.6424 0.2322 0.20
H -2.0912 4.7964 -0.1638 0.45
H -4.5145 0.1071 -2.1891 0.24
H -2.9226 -3.9440 -0.8567 0.34
H -3.3545 2.5669 -2.6210 0.22
H 6.7923 1.7637 0.9375 0.24
H 2.5054 1.6674 0.5777 0.24
H -2.2573 3.2481 1.5864 0.23
N -0.9744 -1.1561 -0.1791 -0.59
H 3.0836 -2.8257 -2.0322 0.22
C -3.2540 1.3444 0.9348 -0.19
C 3.2443 -1.7968 -1.7661 -0.05
C -2.7693 2.6194 0.7023 -0.25

---

Version iii
48
Properties=species:S:1:pos:R:3:nbo_charge:R:1 method="wB97M-V/def2-TZVPD" total_charge=0 molar_mass_da=367.40 homo_ev=-7.9
H -1.1462 1.2906 -1.1873 0.44
H -0.0137 1.3380 3.1759 0.24
H 0.6071 -1.5947 2.3965 0.22
C -2.5307 2.6700 -1.7549 -0.30
C -2.0531 0.6005 2.0903 -0.63
O -2.0975 3.9063 0.7756 -0.65
C 1.0981 -3.6114 2.3371 -0.34
H 1.1094 -7.5274 3.1342 0.21
H 0.4752 -3.9828 3.2333 0.21
H 2.4997 -2.7512 -1.2701 0.17
O 1.2176 3.3085 -0.8053 -0.60
H 2.3264 -5.0517 -0.3882 0.22
C 1.9619 -3.0108 -0.1390 -0.12
H 3.0996 1.7760 -1.8255 0.21
C -0.4849 2.2528 1.3568 -0.06
H -2.4384 0.2832 3.1069 0.22
H 3.0357 -0.7812 -1.2216 0.16
H -2.8576 1.1808 1.5589 0.21
O 1.8325 -5.9011 1.6877 -0.46
C 1.4312 2.2880 -0.3130 0.68
C -1.4785 2.8832 0.2842 0.66
H 0.1565 3.8268 -5.1270 0.23
H 0.0550 -6.1381 2.9901 0.18
C 1.4342 -4.7093 1.4401 0.40
H -1.5422 -0.0745 1.3419 0.23
C -2.2064 2.7456 -3.0997 0.25
C 2.0866 -4.2027 0.0966 -0.30
H 0.0289 3.7713 -2.5714 0.27
H -3.5080 1.9795 -1.9489 0.20
H -1.4150 2.3839 3.1753 0.27
C 1.5160 -0.4950 0.2281 0.24
H -2.0589 2.5403 -6.1230 0.18
C 2.4744 -0.1656 -0.9470 -0.19
C -0.7678 3.4195 -3.3327 -0.31
C 2.4956 1.1961 -1.1442 -0.22
C 1.4283 -1.8821 0.7415 -0.11
H 0.3421 3.2792 1.6003 0.23
H -3.2478 3.5745 -1.3088 0.28
H 1.5437 -5.8107 4.0353 0.22
C -0.6283 3.2572 -4.7808 -0.30
O -2.7094 2.2395 -4.2347 -0.37
C -1.9260 2.8692 -5.1939 0.07
C 1.0444 -6.2847 2.9921 -0.29
N 0.7440 1.5455 0.5039 -0.29
N -1.7660 2.1229 -0.6715 -0.60
C -0.9114 1.7152 2.4622 -0.48
C 0.9417 -2.4997 1.8172 -0.20
N 0.8018 0.2307 0.8263 -0.27

---

Stability verdict: version i, ahead by 0.3624 hartree

---

Version i
16
Properties=species:S:1:pos:R:3:nbo_charge:R:1 method="wB97M-V/def2-TZVPD" total_charge=0 smiles=NCOO.CN molar_mass_da=94.11 homo_ev=-9.4
H 0.3701 0.7352 0.7081 0.48
H -1.5235 0.5450 -1.1119 0.15
N -3.0473 -0.7530 -0.5734 -0.82
H 1.3557 -0.5318 -1.0187 0.37
C 2.8239 -0.1973 0.3642 -0.41
H 1.9152 1.0095 -1.0134 0.37
O -0.4565 0.9532 1.2152 -0.49
H 2.5286 -1.0391 0.9892 0.20
C -2.1648 0.3193 -0.2454 0.08
H 3.1223 0.6253 1.0124 0.20
N 1.6688 0.2247 -0.4191 -0.84
O -1.3542 -0.0703 0.8612 -0.32
H -3.6675 -0.9417 0.2070 0.36
H -2.5146 -1.5975 -0.7474 0.36
H -2.7431 1.2150 0.0152 0.17
H 3.6868 -0.4967 -0.2431 0.17

---

Version ii
16
Properties=species:S:1:pos:R:3:nbo_charge:R:1 method="wB97M-V/def2-TZVPD" total_charge=0 molar_mass_da=94.11 homo_ev=-9.2
H 2.5913 1.2285 -0.6464 0.48
H 6.0109 1.4410 -2.6826 0.46
N -1.6617 0.0444 1.4570 -0.48
H -1.2118 -1.4502 0.0981 0.18
H -4.0642 -1.7264 2.4838 0.39
O 5.1448 1.8700 -2.7410 -0.96
N -3.5752 -1.3273 1.6941 -0.84
H -2.9267 0.1583 3.0388 0.16
H 2.6234 0.5390 -1.9744 0.48
H -0.8591 0.2272 -0.4834 0.20
O 3.0922 0.5576 -1.1288 -0.94
H -2.5152 -0.4041 -0.4182 0.19
H 4.6654 1.5413 -1.9659 0.49
H -3.0986 -1.9742 1.0862 0.38
C -2.6762 -0.3257 2.1032 0.27
C -1.5393 -0.3994 0.0794 -0.45

---

Stability verdict: version ii, ahead by 0.0858 hartree

---

Version i
16
Properties=species:S:1:pos:R:3:nbo_charge:R:1 method="wB97M-V/def2-TZVPD" total_charge=0 smiles="[H]/N=C/NC.O.O" molar_mass_da=94.11 homo_ev=-9.0
H -0.1020 -0.4606 1.9926 0.40
C 0.1286 0.4990 0.1733 0.29
H -2.2618 2.0737 -2.0306 0.48
O -1.6912 1.9212 -2.7875 -0.95
N -0.9283 0.1137 -0.4150 -0.78
H 0.8361 1.2169 -0.2537 0.15
H 2.5113 0.4759 1.2232 0.20
O -0.5751 -3.3792 -0.4758 -0.95
H -1.2898 -2.7309 -0.4521 0.48
N 0.4875 0.0993 1.4124 -0.61
H -0.8979 0.3710 -1.3851 0.35
H 1.7271 1.4569 2.4992 0.19
H 0.1364 -2.9413 -0.9528 0.47
H -1.9688 1.1086 -3.2164 0.47
H 2.1319 -0.3087 2.6582 0.21
C 1.7559 0.4843 2.0100 -0.41

---

Version ii
16
Properties=species:S:1:pos:R:3:nbo_charge:R:1 method="wB97M-V/def2-TZVPD" total_charge=0 smiles=NCO.NCO molar_mass_da=94.11 homo_ev=-9.2
H 2.2791 1.7895 -0.6156 0.12
C -1.6876 -1.1237 -0.1077 0.08
N 2.0390 -0.2935 -0.1320 -0.87
H 0.6724 2.3003 0.4691 0.47
O -2.4453 0.0294 -0.4572 -0.75
H 2.0203 -0.4075 0.8504 0.38
H -2.3368 -1.9856 -0.2584 0.16
H -1.9758 -0.9651 1.8800 0.35
H 2.8367 -0.6028 -0.6604 0.38
O 0.5213 1.3731 0.3737 -0.73
H -0.5739 -0.3254 1.3117 0.37
H 1.0922 0.9057 -1.5492 0.14
C 1.5487 0.9785 -0.5515 0.11
H -1.9487 0.6508 -1.0051 0.47
N -1.2027 -1.1131 1.2411 -0.84
H -0.8389 -1.2107 -0.7889 0.16

---

Version iii
16
Properties=species:S:1:pos:R:3:nbo_charge:R:1 method="wB97M-V/def2-TZVPD" total_charge=0 smiles="N/C=C/N.O.O" molar_mass_da=94.11 homo_ev=-7.5
C -1.0298 0.8212 0.2696 -0.11
O 2.8612 -0.4674 -0.5488 -0.96
H -1.8846 -1.4103 2.4666 0.37
H -1.0376 0.3861 -0.7212 0.20
N -1.2664 -1.2165 1.6885 -0.81
H 0.7948 -1.0862 -3.6613 0.46
H 1.5042 -1.0153 -2.3590 0.48
H -1.5721 -1.6847 0.8382 0.37
N -0.8518 2.2227 0.2486 -0.82
H 3.2955 -1.2153 -0.1532 0.48
H -0.8717 2.6464 1.1712 0.35
O 0.6186 -1.1904 -2.7251 -0.95
H 0.0718 2.5126 -0.0612 0.36
H -1.3866 0.8508 2.2773 0.17
C -1.2596 0.1849 1.4338 -0.07
H 2.0139 -0.3385 -0.1641 0.48

---

Stability verdict: version i, ahead by 0.0123 hartree